No. 1
Molecular formula: C16H17NO
Method: DFT, ωB97M-V/def2-TZVPD

XYZ file:
```
35
Properties=species:S:1:pos:R:3:forces:R:3
C -5.017 0.128 -0.986 0.0 1.0 -0.2
C -4.105 0.733 0.055 -2.5 -0.9 -1.0
C -4.575 1.704 0.875 1.9 0.0 0.4
N -3.543 2.091 1.748 -1.4 -0.9 -0.4
C -2.498 1.212 1.564 0.9 -0.2 -2.0
C -1.227 1.143 2.139 0.2 1.4 0.6
C -0.332 0.206 1.700 -0.1 -0.9 -0.2
C -0.780 -0.853 0.893 0.8 -0.4 0.9
C -2.026 -0.837 0.337 -0.5 -0.3 -2.5
C -2.805 0.315 0.409 0.0 2.0 4.2
H -4.393 -0.354 -1.740 -0.5 -0.3 -0.1
H -5.583 0.948 -1.459 0.4 -0.2 -0.2
H -5.825 -0.475 -0.579 0.4 -0.7 0.1
H -5.574 2.067 1.031 -0.1 0.4 -0.4
H -3.610 3.053 2.033 0.9 -0.1 0.7
H -0.889 1.826 2.926 -0.4 0.0 -0.4
H 0.712 0.214 2.009 -0.4 0.1 0.3
H -0.159 -1.747 0.902 -0.1 0.2 -0.6
H -2.351 -1.604 -0.394 0.3 0.2 0.8
C 4.008 0.512 -2.879 -0.6 1.1 -1.9
C 3.656 -0.175 -1.620 1.3 -0.7 1.3
C 2.903 -1.352 -1.645 0.3 0.6 -0.4
C 2.410 -1.975 -0.494 0.7 0.8 -1.6
C 2.887 -1.464 0.704 -0.1 -1.1 0.2
O 2.405 -1.969 1.910 0.2 0.0 -0.5
C 3.925 -0.540 0.734 0.6 0.5 -0.2
C 4.297 0.167 -0.407 -1.7 -0.3 -0.8
H 3.237 0.293 -3.629 0.2 -0.3 0.0
H 4.966 0.274 -3.354 0.0 -0.3 0.4
H 3.968 1.619 -2.895 0.1 -0.4 0.7
H 2.779 -1.773 -2.644 -0.7 0.0 0.3
H 1.721 -2.780 -0.745 0.1 0.0 1.1
H 1.968 -1.212 2.299 -0.2 0.0 0.6
H 4.515 -0.437 1.635 -0.4 0.3 0.3
H 4.936 1.040 -0.435 0.4 -0.2 0.4
```
Positions in Å, forces in eV/Å.

Output
F_max: 0.091 hartree/bohr
Electronic energy: -749.8267 Eh
Gap between HOMO and LUMO: 8.8 eV
SMILES string: Cc1c[nH]c2ccccc12.Cc1ccc(O)cc1

---

No. 2
Molecular formula: H3O5PSSr
Method: DFT, ωB97M-V/def2-TZVPD

XYZ file:
```
11
Properties=species:S:1:pos:R:3:forces:R:3
O -1.662 0.370 -1.936 0.0 -0.1 2.8
S -1.065 0.596 -0.539 -3.5 -5.2 4.3
O -0.923 2.250 -0.237 0.8 -1.2 -1.3
O 0.505 -0.052 -0.648 -1.8 3.5 -0.5
P 0.383 -1.505 0.439 -0.2 -3.0 2.6
O -0.083 -0.773 1.881 1.7 -0.1 -2.7
O 1.925 -2.065 0.637 -2.0 2.0 -0.1
H -1.426 2.436 0.583 0.0 0.0 0.0
H 0.528 -0.045 2.084 0.1 -0.1 0.8
H 1.959 -2.918 0.177 0.3 -0.2 -0.1
Sr -0.141 1.708 -2.442 4.6 4.4 -5.8
```
Positions in Å, forces in eV/Å.

Output
F_max: 0.167 hartree/bohr
Net charge: +2
Electronic energy: -1147.6098 Eh
Gap between HOMO and LUMO: 8.3 eV

---

Sequential relative energy (zero: lowest compared OMol25 entry of this formula, charge and spin) output: 46.18, 0.00 kcal per mole
Sequential highest occupied orbital energy output: -7.93, -17.80 eV